{"formula": "C3H9OS", "method": "the ωB97M-V functional and the def2-TZVPD basis", "elements": ["C", "C", "C", "S", "H", "H", "H", "H", "H", "H", "H", "H", "H", "O"], "coordinates": [[0.005, 0.373, -1.902], [-0.558, 0.369, -0.459], [-0.722, -0.888, 0.285], [0.904, -1.675, 0.683], [-0.921, -0.004, -2.475], [0.292, 1.345, -2.383], [0.910, -0.210, -1.831], [-1.541, 0.931, -0.555], [0.036, 1.035, 0.058], [-1.108, -0.701, 1.282], [-1.412, -1.553, -0.220], [1.048, -0.203, 1.873], [2.006, 0.732, 2.817], [1.063, 0.448, 2.826]], "mulliken_charge": [-0.987, -0.345, -0.864, -0.637, 0.218, 0.277, 0.298, 0.317, 0.311, 0.314, 0.334, 0.210, 0.268, -0.711], "e_tot_ha": -593.13315, "de_lowest_kj_mol": 104.3, "charge": -1, "homo_energy_ev": -2.9}

=====

{"formula": "C5H4N2", "method": "the ωB97M-V functional and the def2-TZVPD basis", "elements": ["C", "C", "C", "C", "N", "N", "C", "H", "H", "H", "H"], "coordinates": [[-2.033, -1.068, 0.080], [-0.816, -0.711, -0.183], [0.364, -0.132, -0.225], [1.224, 0.042, 0.944], [2.001, 1.055, 0.783], [1.793, 1.591, -0.518], [0.866, 0.917, -1.106], [-2.520, -1.995, -0.198], [1.165, -0.523, 1.868], [-2.565, -0.322, 0.663], [0.522, 1.147, -2.108]], "mulliken_charge": [-0.745, 0.152, 0.741, -0.304, -0.424, -0.416, -0.373, 0.265, 0.441, 0.237, 0.426], "e_tot_ha": -302.32226, "de_lowest_kj_mol": 278.4, "smiles": "C=C=C1C=NN=C1", "charge": 0, "homo_energy_ev": -9.9}

=====

{"formula": "C18H15F24N5O24S8Zn3", "method": "the ωB97M-V functional and the def2-TZVPD basis", "elements": ["Zn", "Zn", "Zn", "C", "F", "F", "F", "S", "O", "O", "O", "C", "F", "F", "F", "S", "O", "O", "O", "C", "F", "F", "F", "S", "O", "O", "O", "C", "F", "F", "F", "S", "O", "O", "O", "C", "F", "F", "F", "S", "O", "O", "O", "C", "F", "F", "F", "S", "O", "O", "O", "C", "F", "F", "F", "S", "O", "O", "O", "C", "F", "F", "F", "S", "O", "O", "O", "C", "C", "N", "H", "H", "H", "C", "C", "N", "H", "H", "H", "C", "C", "N", "H", "H", "H", "C", "C", "N", "H", "H", "H", "C", "C", "N", "H", "H", "H"], "coordinates": [[-2.725, -0.091, 4.575], [0.230, 5.075, 1.130], [-3.996, 0.329, -2.380], [-4.441, 5.806, 4.359], [-5.698, 5.443, 4.579], [-4.339, 6.871, 3.521], [-3.906, 6.196, 5.546], [-3.603, 4.298, 3.636], [-3.489, 3.220, 4.676], [-4.408, 3.735, 2.527], [-2.336, 4.850, 3.172], [1.539, -0.509, 0.737], [2.138, -0.353, -0.465], [1.327, -1.809, 0.938], [2.312, 0.032, 1.661], [-0.133, 0.412, 0.609], [-0.673, 0.217, 1.978], [0.192, 1.832, 0.423], [-1.092, -0.101, -0.391], [-5.773, -5.307, -4.101], [-5.736, -6.079, -5.138], [-6.960, -4.578, -4.050], [-5.640, -6.052, -2.997], [-4.349, -4.021, -4.262], [-3.086, -4.730, -4.010], [-4.494, -3.425, -5.610], [-4.532, -2.951, -3.235], [-7.034, -2.636, 1.301], [-5.971, -3.318, 0.802], [-8.059, -2.753, 0.488], [-7.365, -3.102, 2.499], [-6.385, -0.786, 1.474], [-5.282, -0.801, 2.488], [-5.914, -0.422, 0.127], [-7.645, -0.123, 1.965], [0.767, -0.268, -6.087], [0.459, -1.583, -6.084], [1.344, 0.183, -4.986], [1.505, 0.035, -7.137], [-0.987, 0.670, -6.144], [-1.722, -0.033, -7.220], [-1.714, 0.472, -4.885], [-0.726, 2.098, -6.470], [4.577, 4.396, -3.317], [5.314, 4.339, -2.170], [5.232, 4.836, -4.428], [4.082, 3.172, -3.580], [3.084, 5.542, -2.908], [2.165, 5.349, -4.045], [2.512, 5.143, -1.615], [3.654, 6.888, -2.852], [2.078, -1.861, 7.062], [3.295, -1.694, 7.687], [2.221, -1.854, 5.703], [1.578, -3.077, 7.456], [0.912, -0.345, 7.567], [1.718, 0.896, 7.510], [-0.197, -0.322, 6.642], [0.440, -0.753, 8.909], [-4.798, 6.179, -2.139], [-4.983, 6.439, -0.827], [-5.831, 5.443, -2.681], [-4.713, 7.321, -2.824], [-3.177, 5.112, -2.260], [-2.549, 5.294, -3.572], [-2.224, 5.556, -1.196], [-3.638, 3.717, -1.952], [5.015, 3.245, 4.796], [3.848, 3.749, 4.075], [2.840, 4.062, 3.534], [4.683, 2.531, 5.551], [5.449, 4.090, 5.330], [5.787, 2.720, 4.234], [6.509, -4.204, 2.113], [6.496, -2.770, 1.805], [6.566, -1.604, 1.628], [6.451, -4.743, 1.168], [5.739, -4.628, 2.757], [7.453, -4.430, 2.608], [2.175, -5.750, -3.140], [3.536, -5.765, -3.617], [4.639, -5.755, -4.002], [1.531, -5.526, -3.989], [2.210, -4.963, -2.386], [2.007, -6.704, -2.640], [6.984, -0.733, -3.107], [8.267, -0.061, -3.087], [9.268, 0.515, -2.998], [7.091, -1.809, -3.246], [6.430, -0.342, -3.960], [6.688, -0.707, -2.058], [-1.634, -5.686, 1.851], [-1.781, -4.693, 2.836], [-1.844, -3.819, 3.627], [-0.931, -6.439, 2.207], [-1.292, -5.264, 0.906], [-2.531, -6.177, 1.474]], "mulliken_charge": [1.500, 1.334, 1.434, 0.505, -0.192, -0.198, -0.205, 1.166, -0.653, -0.583, -0.637, 0.459, -0.194, -0.181, -0.173, 0.984, -0.672, -0.615, -0.578, 0.540, -0.181, -0.227, -0.203, 1.105, -0.601, -0.632, -0.583, 0.540, -0.227, -0.187, -0.216, 0.958, -0.597, -0.576, -0.636, 0.557, -0.201, -0.177, -0.196, 1.093, -0.585, -0.514, -0.586, 0.568, -0.210, -0.202, -0.198, 1.097, -0.533, -0.527, -0.621, 0.550, -0.226, -0.205, -0.218, 1.024, -0.616, -0.563, -0.635, 0.516, -0.192, -0.208, -0.193, 1.087, -0.560, -0.574, -0.589, -0.729, 0.336, -0.388, 0.240, 0.274, 0.288, -0.740, 0.351, -0.388, 0.241, 0.285, 0.260, -0.538, 0.268, -0.411, 0.259, 0.171, 0.255, -0.665, 0.303, -0.400, 0.296, 0.256, 0.208, -0.820, 0.394, -0.391, 0.280, 0.259, 0.304], "e_tot_ha": -13694.07255, "charge": -2, "homo_energy_ev": -5.7}

=====

{"formula": "C5H12NO2", "method": "the ωB97M-V functional and the def2-TZVPD basis", "elements": ["O", "C", "C", "C", "H", "H", "H", "H", "H", "H", "C", "N", "C", "O", "H", "H", "H", "H", "H", "H"], "coordinates": [[-0.133, 0.216, 3.597], [0.221, 0.293, 2.432], [0.756, 1.575, 1.844], [2.029, 1.369, 1.023], [0.016, -0.530, 1.712], [0.865, 2.278, 2.681], [-0.037, 1.990, 1.223], [2.847, 0.965, 1.626], [2.363, 2.303, 0.565], [1.758, 0.644, 0.249], [-1.239, -0.892, -2.888], [-1.798, -1.265, -1.598], [-0.704, -1.491, -0.587], [-0.020, -0.390, -0.241], [-0.486, -0.097, -2.739], [-2.035, -0.506, -3.531], [-0.788, -1.761, -3.376], [-2.278, -0.458, -1.215], [-0.064, -2.286, -1.031], [-1.273, -1.958, 0.252]], "mulliken_charge": [-0.572, 0.178, -0.264, -0.958, 0.240, 0.307, 0.241, 0.308, 0.262, 0.266, -0.732, -0.540, -0.554, -0.732, 0.238, 0.293, 0.233, 0.278, 0.235, 0.274], "e_tot_ha": -402.92706, "de_lowest_kj_mol": 268.9, "charge": -1, "homo_energy_ev": -3.2}

=====

Q: Which formula does entry 3 have?
A: C18H15F24N5O24S8Zn3

=====

Q: Which formula does entry 1 have?
A: C3H9OS